ORCA calculation (wB97M-V/def2-TZVPD) on a cluster of 4 separate species, C15H31FNO15P in total in a non-equilibrium geometry.

Properties
Kohn-Sham gap, eV: 9.14
E_tot, Ha: -2214.6167
LUMO level, eV: -1.28
SMILES: C[C@@H](F)OC(=O)N(CCCO)P(=O)(O)O.COC(=O)OC.COC(=O)OC.COC(=O)OC

Each line ends with the natural charge from an NBO analysis.
Positions of all 64 atoms, in Å:
C  3.43351  -0.73575  3.38251  -0.6897
C  2.45530  -0.50059  2.06775  0.4815
F  2.99750  -1.42492  1.00301  -0.3746
O  1.05641  -0.91473  2.27775  -0.5362
C  0.35746  -0.05122  3.24209  0.9082
O  0.46226  -0.35600  4.56549  -0.5152
N  -0.48938  1.09750  2.73937  -0.8117
C  -0.39978  2.32513  3.61997  -0.2642
C  1.09827  3.06531  3.54623  -0.4369
C  1.26031  3.90470  2.11233  -0.0852
O  2.61922  4.49970  2.10614  -0.7226
P  -2.16943  0.61755  2.38282  2.3393
O  -2.13477  -0.66336  1.42767  -1.0984
O  -3.09115  0.14398  3.80315  -0.9517
O  -3.04128  1.87451  1.47988  -0.9510
H  3.27402  0.14354  4.16570  0.2274
H  4.57657  -0.74522  3.03884  0.2450
H  3.19034  -1.77109  3.88871  0.2530
H  2.59099  0.59493  1.67380  0.1664
H  -1.15416  3.14764  3.19962  0.2386
H  -0.61089  2.10988  4.75069  0.2359
H  1.94553  2.23583  3.62249  0.1988
H  1.12605  3.82578  4.45942  0.2399
H  0.47505  4.77470  2.00361  0.2027
H  1.06933  3.16803  1.19969  0.1814
H  3.25985  3.71542  2.15927  0.4627
H  -3.68419  -0.63570  3.51218  0.5326
H  -3.04202  1.60114  0.50498  0.5282
C  -0.66038  -2.79048  0.84900  -0.2610
O  0.27587  -3.44655  -0.00384  -0.5116
C  0.00936  -4.75933  -0.22014  0.9815
O  -0.93077  -5.38603  0.24280  -0.6363
O  0.97016  -5.25408  -1.04080  -0.5086
C  0.81690  -6.63641  -1.35718  -0.2544
H  -0.34996  -1.74707  0.95237  0.2272
H  -1.66268  -2.80959  0.40909  0.1950
H  -0.66378  -3.24866  1.84331  0.1843
H  -0.12641  -6.80924  -1.88539  0.1950
H  0.87249  -7.24835  -0.45109  0.1912
H  1.63889  -6.92489  -2.01806  0.1983
C  -1.14713  -2.83405  -6.57083  -0.2560
O  -0.84403  -2.13335  -5.36605  -0.5015
C  0.01928  -2.78252  -4.54480  0.9808
O  0.52891  -3.87172  -4.75655  -0.6426
O  0.21735  -2.00983  -3.44703  -0.5021
C  1.11106  -2.57136  -2.48766  -0.2548
H  -1.84521  -2.22365  -7.15035  0.1934
H  -0.24225  -2.98360  -7.16859  0.1918
H  -1.62916  -3.79178  -6.34954  0.1918
H  2.10632  -2.71034  -2.92224  0.1806
H  0.71936  -3.51862  -2.10316  0.2116
H  1.19519  -1.86985  -1.65312  0.1987
C  -0.51497  6.63409  -1.07330  -0.2576
O  -0.86020  5.29075  -0.74072  -0.5021
C  -1.48606  4.61260  -1.73551  0.9815
O  -1.76024  5.05241  -2.84109  -0.6292
O  -1.75407  3.36022  -1.28706  -0.5061
C  -2.41700  2.52656  -2.23573  -0.2602
H  -0.02058  7.08058  -0.20613  0.1974
H  0.18280  6.65594  -1.91658  0.1964
H  -1.41280  7.21936  -1.29677  0.1943
H  -1.79516  2.38416  -3.12552  0.2058
H  -3.39084  2.94763  -2.50573  0.1956
H  -2.58117  1.55041  -1.77116  0.1878


ORCA calculation (wB97M-V/def2-TZVPD) on a structure of composition C33H52N3O14 in a non-equilibrium geometry.

Properties
Kohn-Sham gap, eV: 6.20
E_tot, Ha: -2504.9689
Energy above the lowest of the compared OMol25 structures with the same formula, charge and spin, kJ/mol: 407.7
LUMO level, eV: -4.48
Charge: +1

Each line ends with the Mulliken charge.
Positions of all 102 atoms, in Å:
C  -62.55644  14.36229  35.37788  -0.9233
C  -63.92012  13.87952  35.30532  0.5371
O  -64.83195  14.27092  36.21678  -0.3677
N  -64.46908  12.99635  34.19559  0.5156
H  -64.53758  13.35503  33.44220  -0.3296
H  -63.78783  12.29772  34.02636  0.5393
C  -65.77225  12.26186  34.50637  -0.7412
H  -62.06193  13.35671  35.34652  0.4141
H  -62.58413  14.85368  36.32086  0.3400
H  -62.44225  15.08348  34.64392  0.1933
H  -65.73348  11.96920  35.61659  0.4751
H  -65.84069  11.32158  34.08813  0.6011
H  -66.74731  12.85541  33.99581  -0.4618
C  -62.44523  15.22087  29.59159  -0.1297
C  -62.50807  13.94441  28.92179  0.5325
O  -61.97366  13.81879  27.77322  -0.4691
N  -63.25102  12.76483  29.61976  0.3558
H  -62.75019  12.70737  30.50628  0.4279
H  -64.09486  13.27208  29.93072  -0.0015
C  -63.45330  11.55756  28.87668  -0.8779
H  -63.35935  15.67586  29.67411  -0.2967
H  -61.87471  16.20694  29.25393  0.3919
H  -61.76801  15.14226  30.66497  0.2360
H  -64.07566  11.80328  27.95012  0.2885
H  -63.73145  10.72703  29.40219  0.4617
H  -62.54326  11.31984  28.25734  0.3550
N  -65.62227  14.63687  31.30492  0.4280
O  -64.54473  14.73301  31.92347  -0.7911
O  -65.65743  13.76420  30.44636  -1.2019
O  -66.64729  14.69822  32.07207  0.6361
C  -70.13939  14.61678  31.82378  -2.7166
C  -69.52925  15.76424  30.93443  1.0792
C  -70.26279  16.99405  30.69063  -2.1799
O  -68.16379  15.90109  31.47767  -0.1653
H  -71.08250  14.43697  31.83173  1.0741
H  -69.92631  14.72749  32.82024  0.7405
H  -69.84425  13.69774  31.80755  0.7696
H  -69.31131  15.39863  30.00412  0.1285
H  -70.29963  17.46005  31.55686  0.6772
H  -71.26234  17.03788  30.10926  0.2605
H  -69.60029  17.60341  30.22186  0.5279
H  -67.57568  15.20609  31.40428  -0.3720
C  -67.13461  15.41386  24.68055  -1.6221
C  -66.46386  15.62379  25.99000  1.3894
C  -67.12234  14.86019  27.22620  -0.6924
O  -65.10993  15.27934  25.78812  -0.5152
H  -68.16529  15.30488  24.59216  0.4117
H  -66.78183  14.53102  24.24780  0.4199
H  -66.83263  16.29889  24.03501  0.3448
H  -66.66860  16.76909  26.22120  -0.5570
H  -68.19094  14.92754  27.27155  0.4320
H  -66.72110  15.20474  28.22037  -0.2493
H  -66.75596  13.71285  27.05711  0.2877
H  -64.81572  15.90197  25.21589  0.3594
C  -67.69083  10.80820  31.46042  -1.0893
C  -68.85294  11.67797  31.00363  1.3953
C  -70.14059  10.98630  30.66853  -1.5572
O  -69.18120  12.54929  32.02929  -0.4017
H  -67.32518  10.08339  30.72353  0.5373
H  -67.85661  10.10881  32.38802  0.1661
H  -66.68450  11.16371  31.53199  0.1674
H  -68.44151  12.16527  30.08976  -0.3230
H  -71.03003  11.56520  30.34009  0.3760
H  -70.63229  10.54978  31.52163  0.3759
H  -70.26602  10.02031  29.94077  0.2948
H  -68.29314  12.90020  32.12485  -0.3194
C  -66.06108  17.77467  29.64670  0.4416
C  -67.08818  17.78557  28.64506  -0.8222
C  -67.00667  18.90440  27.61680  0.2592
O  -67.93251  19.13777  26.77940  -0.5756
C  -65.87392  19.72163  27.70928  -0.3538
C  -64.89777  19.79089  28.77649  -0.7561
C  -64.81434  18.63089  29.65564  0.3201
O  -63.88102  18.44177  30.41556  -0.5374
H  -66.13143  17.18340  30.57109  0.1546
H  -67.92519  17.12128  28.76875  1.0177
H  -65.68475  20.58426  26.91848  0.3127
H  -63.95333  20.35462  28.71558  0.4138
C  -67.25240  15.60044  35.77473  -0.5755
C  -67.65175  14.56810  34.77154  0.7395
C  -67.91230  13.19111  35.28818  0.8781
O  -68.14210  12.18093  34.57977  -0.5722
C  -67.78745  13.00093  36.70713  -0.5823
C  -67.56282  13.96745  37.68274  -0.8588
C  -67.20689  15.40939  37.22538  0.1476
O  -67.12195  16.25544  38.02647  -0.4971
H  -66.65517  16.46798  35.27927  0.1048
H  -67.57763  14.71101  33.70141  0.6390
H  -67.97901  12.06569  37.15852  0.5134
H  -67.58728  13.87494  38.69642  0.5765
C  -65.75562  17.89353  33.25793  -1.0503
C  -64.55297  16.81247  33.50861  1.3688
C  -63.21427  17.41320  33.89834  0.3277
O  -62.22018  16.71646  34.00253  -0.7239
C  -63.12466  18.85244  34.16940  -0.5708
C  -64.13395  19.80498  33.93387  -0.3793
C  -65.53657  19.31698  33.43809  0.0760
O  -66.51281  20.13581  33.45747  -0.5699
H  -66.63609  17.68333  32.71784  0.7057
H  -64.58724  15.86923  33.22870  0.1447
H  -62.11366  19.15698  34.41803  0.4114
H  -63.85068  20.97326  33.90345  0.2803


ORCA calculation (wB97M-V/def2-TZVPD) on a structure of composition C22H44IrN3PS4.

Properties
Multiplicity: 2
Kohn-Sham gap (alpha / beta), eV: 8.67 / 5.68
E_tot, Ha: -3066.0340
Energy above the lowest of the compared OMol25 structures with the same formula, charge and spin, kJ/mol: 0.0
LUMO level (alpha / beta), eV: -11.61 / -14.62
Charge: +4
Expectation value of S²: 0.77

Each line ends with the Löwdin spin population.
Positions of all 75 atoms, in Å:
Ir  -0.24297  -1.09362  0.54685  0.0031
C  0.11593  -2.42537  3.62984  0.0000
C  0.57039  -0.99116  3.75349  0.0001
S  -0.20170  0.13569  2.55028  0.0007
C  -1.94660  0.22571  3.05987  0.0003
C  -2.84036  -0.94557  2.70596  0.0001
S  -2.59911  -1.45762  0.97062  0.0006
C  -2.66542  -3.27275  1.03333  0.0000
C  -1.58661  -3.87563  1.91949  0.0000
S  0.02445  -2.98034  1.87321  -0.0002
H  -0.85769  -2.58140  4.08298  0.0000
H  0.81988  -3.09280  4.12901  0.0000
H  1.63591  -0.88770  3.56303  0.0000
H  0.38054  -0.59282  4.75227  0.0000
H  -2.30318  1.14607  2.59212  0.0002
H  -1.95753  0.40305  4.13752  0.0000
H  -3.88489  -0.64854  2.80488  0.0000
H  -2.68477  -1.81358  3.34141  0.0000
H  -2.53685  -3.56420  -0.00949  0.0000
H  -3.66087  -3.60556  1.32984  0.0000
H  -1.39891  -4.91004  1.63044  0.0000
H  -1.89515  -3.89789  2.96190  0.0000
N  -0.27877  -2.28050  -1.27779  0.0001
H  -1.18364  -2.67246  -1.52824  0.0001
H  0.35339  -3.07877  -1.21389  0.0000
H  0.02848  -1.75126  -2.09326  0.0000
C  3.16318  0.70511  2.17296  0.0000
C  2.95895  0.79227  0.65866  0.0000
C  2.36830  2.15571  0.29908  0.0001
P  2.12050  -0.65646  -0.12994  0.0004
C  3.35000  -2.10705  -0.06580  0.0001
C  2.89988  -3.43069  0.54798  0.0000
C  4.73545  -1.76232  0.50987  0.0000
C  2.26080  -0.37803  -1.98438  0.0000
C  1.24381  0.45603  -2.76693  0.0007
C  3.68157  0.10827  -2.33253  0.0000
H  4.00071  1.34810  2.44633  0.0000
H  3.39775  -0.29422  2.53342  0.0000
H  2.29823  1.10122  2.70541  0.0000
H  3.94074  0.72732  0.18921  0.0000
H  1.40398  2.31767  0.78103  0.0000
H  2.25411  2.30363  -0.77366  0.0001
H  3.03946  2.93216  0.66857  0.0000
H  3.50286  -2.30173  -1.12756  0.0000
H  2.89597  -3.40312  1.63837  0.0000
H  3.61250  -4.19835  0.24645  0.0000
H  1.91530  -3.77233  0.20911  0.0000
H  4.70899  -1.63634  1.58922  0.0000
H  5.21410  -0.89005  0.06989  0.0000
H  5.38907  -2.61269  0.31141  0.0000
H  2.19979  -1.40112  -2.37550  0.0000
H  1.29430  1.51373  -2.51029  0.0004
H  0.20844  0.12107  -2.64905  0.0001
H  1.48940  0.36520  -3.82561  0.0001
H  3.84606  1.13839  -2.02053  0.0000
H  3.79369  0.07374  -3.41614  0.0000
H  4.46891  -0.51776  -1.91370  0.0000
N  -1.73514  2.59724  -2.16128  0.0224
C  -1.82520  1.40154  -1.62366  0.0124
S  -0.73770  1.07720  -0.33602  0.0320
N  -2.82635  0.55134  -2.06245  0.1367
C  -3.60257  0.63806  -3.19596  0.2023
C  -4.87505  -0.02152  -3.15508  0.0838
C  -5.71396  0.04826  -4.22290  0.0507
C  -5.30491  0.74991  -5.38508  0.3017
C  -4.01871  1.35714  -5.44930  0.0750
C  -3.17514  1.30549  -4.37978  0.0615
H  -0.97339  3.20595  -1.88590  0.0006
H  -2.48941  3.02457  -2.68653  0.0011
H  -3.12222  -0.12822  -1.37031  0.0016
H  -5.17920  -0.53035  -2.24758  0.0008
H  -6.69197  -0.41383  -4.19079  -0.0006
H  -5.96785  0.81298  -6.24018  0.0110
H  -3.70969  1.84449  -6.36521  0.0006
H  -2.18049  1.72136  -4.46470  -0.0005